Record 1
Formula: C17H34FNO24S6
Source: the Open Molecules 2025 dataset
Level of theory: ωB97M-V/def2-TZVPD

- SMILES = COCCCCN(CC=O)S(=O)(=O)F.O=S1(=O)OCCO1.O=S1(=O)OCCO1.O=S1(=O)OCCO1.O=S1(=O)OCCO1.O=S1(=O)OCCO1
- E_tot (Eh) = -5017.15043
- HOMO-LUMO gap (eV) = 8.219
- molar mass (g/mol) = 847.8
- largest force on an atom (hartree/bohr) = 0.1579

Geometry (Å):
C (3.0942, -4.6681, 3.3101)
O (1.8324, -4.4811, 2.6016)
C (1.9070, -4.8917, 1.2056)
C (1.5635, -3.7101, 0.1385)
C (0.0858, -3.0265, 0.3776)
C (-0.9594, -3.9860, 1.1545)
N (-2.4063, -3.5719, 1.0482)
C (-3.1668, -4.6764, 1.7945)
C (-4.2454, -5.3885, 0.8210)
O (-4.1735, -5.1624, -0.4518)
S (-2.7597, -2.1225, 1.9285)
O (-2.1777, -0.9020, 1.1892)
O (-4.2753, -1.8586, 2.0292)
F (-2.2075, -2.1837, 3.5481)
H (4.0372, -4.6511, 2.6452)
H (3.1622, -3.7901, 4.0883)
H (2.9924, -5.6345, 3.9461)
H (1.1652, -5.7955, 1.0792)
H (2.9529, -5.3132, 0.8952)
H (2.3546, -2.8394, 0.1898)
H (1.6398, -4.1146, -0.9609)
H (-0.3464, -2.7947, -0.6885)
H (0.2012, -1.9729, 0.8824)
H (-0.8487, -5.0577, 0.6940)
H (-0.7259, -4.0966, 2.2999)
H (-3.6907, -4.2748, 2.7576)
H (-2.4106, -5.4883, 2.1800)
H (-5.0462, -6.1073, 1.2417)
C (-1.7768, 2.3609, 3.2245)
C (-3.0286, 2.1370, 2.3837)
O (-3.8267, 3.3027, 2.5901)
S (-2.8476, 4.5825, 2.8237)
O (-2.7204, 5.2778, 1.5731)
O (-3.2338, 5.2337, 4.0465)
O (-1.4693, 3.7521, 3.0959)
H (-1.9714, 2.1514, 4.2808)
H (-0.9353, 1.7538, 2.8827)
H (-3.5743, 1.2397, 2.6805)
H (-2.7837, 2.0774, 1.3200)
C (4.5753, 0.3278, -2.4955)
C (3.9824, 1.0234, -1.2769)
O (3.6362, -0.0290, -0.3804)
S (4.6899, -1.2540, -0.5683)
O (5.6969, -1.1414, 0.4503)
O (3.9434, -2.4590, -0.7998)
O (5.3363, -0.7644, -1.9766)
H (3.7895, -0.0808, -3.1382)
H (5.2131, 0.9934, -3.0808)
H (3.1050, 1.6218, -1.5250)
H (4.7268, 1.6565, -0.7831)
C (-0.1683, -0.5032, -2.9369)
C (-0.6037, -0.0515, -4.3251)
O (0.5514, -0.2103, -5.1472)
S (1.4194, -1.4725, -4.6018)
O (1.0840, -2.6237, -5.3918)
O (2.7724, -1.0362, -4.3924)
O (0.6927, -1.6206, -3.1551)
H (0.4079, 0.2773, -2.4306)
H (-1.0159, -0.7912, -2.3116)
H (-0.9454, 0.9843, -4.3375)
H (-1.3920, -0.6991, -4.7216)
C (-2.4508, 3.9913, -3.0276)
C (-3.2649, 2.7154, -2.8460)
O (-3.3480, 2.5248, -1.4361)
S (-3.3654, 3.9818, -0.7045)
O (-4.7317, 4.3264, -0.4251)
O (-2.3357, 4.0046, 0.2952)
O (-2.8710, 4.8626, -1.9794)
H (-1.3808, 3.7981, -2.9019)
H (-2.6235, 4.4556, -4.0007)
H (-2.7991, 1.8527, -3.3240)
H (-4.2821, 2.8389, -3.2310)
C (3.1354, 4.5652, 1.1439)
C (2.5137, 3.5903, 0.1517)
O (1.2010, 3.3357, 0.6504)
S (0.6521, 4.6718, 1.4036)
O (-0.1718, 5.3998, 0.4840)
O (0.2202, 4.3005, 2.7259)
O (2.0808, 5.4477, 1.5217)
H (3.4825, 4.0455, 2.0422)
H (3.9638, 5.1266, 0.7069)
H (3.0812, 2.6624, 0.0700)
H (2.4159, 4.0456, -0.8395)



Record 2
Formula: C17H34MoN3OPSSi
Source: the Open Molecules 2025 dataset
Level of theory: ωB97M-V/def2-TZVPD

- ⟨S²⟩ = 2.015
- E_tot (Eh) = -2004.68452
- 2S+1 = 3
- HOMO-LUMO gap (spin up / spin down) (eV) = 5.486 / 5.710
- molar mass (g/mol) = 483.5
- largest force on an atom (hartree/bohr) = 0.0714

Geometry (Å):
Mo (0.6219, 0.3725, -0.5272)
Si (0.5687, 2.7078, -1.0983)
P (-1.7163, 0.1254, -1.0243)
N (1.5508, -0.5982, -1.6209)
H (-2.8085, 1.1853, 1.7182)
C (-2.7552, -1.3673, -0.7352)
H (-3.7028, -1.3194, -1.3116)
H (-3.0120, -1.5051, 0.3308)
H (-2.1989, -2.2624, -1.0595)
C (-3.0364, 1.4543, -1.0718)
H (-3.9255, 1.0825, -1.6167)
H (-2.6605, 2.3516, -1.5899)
H (-3.3699, 1.7793, -0.0717)
C (-1.4736, -0.0322, -2.8912)
H (-2.4811, -0.0926, -3.3289)
H (-0.8988, -0.9495, -3.0693)
H (-0.9361, 0.8556, -3.2460)
C (-0.1757, 3.9646, 0.1116)
H (0.1800, 3.7834, 1.1395)
H (-1.2778, 3.9407, 0.0931)
H (0.1585, 4.9666, -0.2084)
H (1.9849, 3.1641, -1.2470)
H (-0.1400, 3.0382, -2.3777)
C (2.2499, -1.1042, -2.6577)
C (3.2981, -2.9857, -3.7320)
C (2.4909, -2.5049, -2.7076)
C (2.7447, -0.2061, -3.6501)
C (3.5462, -0.7286, -4.6583)
C (3.8134, -2.0975, -4.6772)
H (3.4956, -4.0479, -3.7509)
H (2.0141, -3.1069, -1.9119)
H (2.4688, 0.8613, -3.5424)
H (3.9373, -0.0424, -5.3972)
H (4.4432, -2.4893, -5.4570)
C (-2.1098, 1.1902, 2.7427)
O (-1.7466, 1.8023, 1.6301)
C (-1.5873, -0.0814, 3.2928)
H (-2.3753, -0.4452, 3.9789)
H (-0.6959, 0.1351, 3.8948)
H (-1.3460, -0.9060, 2.6126)
C (-2.9921, 2.0027, 3.5901)
H (-3.8634, 1.4221, 3.9079)
H (-3.2869, 2.9378, 3.0765)
H (-2.3565, 2.2207, 4.4615)
S (1.2204, 0.1365, 1.6829)
C (2.0787, -1.3417, 2.1320)
N (2.9480, -1.8865, 1.2906)
C (3.9213, -2.8986, 1.7185)
C (3.2674, -3.8005, 2.7425)
C (2.6700, -3.0028, 3.8807)
N (1.8621, -1.9052, 3.3389)
H (3.1366, -1.3581, 0.4332)
H (4.8019, -2.4033, 2.1543)
H (4.2359, -3.4546, 0.8351)
H (4.0098, -4.4958, 3.1435)
H (2.4840, -4.3972, 2.2634)
H (3.4591, -2.5828, 4.5192)
H (2.0162, -3.6215, 4.5024)
H (1.2613, -1.3751, 3.9588)



Record 3
Formula: C17H34N8O2Ti
Source: the Open Molecules 2025 dataset
Level of theory: ωB97M-V/def2-TZVPD

- charge = +2
- ⟨S²⟩ = 2.009
- E_tot (Eh) = -2105.65719
- 2S+1 = 3
- HOMO-LUMO gap (spin up / spin down) (eV) = 7.812 / 8.913
- molar mass (g/mol) = 430.4
- largest force on an atom (hartree/bohr) = 0.0020
- energy above the lowest of the compared OMol25 structures with the same formula, charge and spin (kcal per mole) = 0.00

Geometry (Å):
Ti (0.0332, 1.0887, -0.2097)
C (-0.3490, -3.4924, 3.6739)
C (-0.7716, -2.5954, 2.5075)
C (-1.6057, -3.3852, 1.4953)
C (0.4402, -1.9433, 1.8743)
C (1.3746, -2.6839, 1.1570)
C (2.5268, -2.0993, 0.6435)
C (2.7982, -0.7499, 0.8412)
C (4.1084, -0.1433, 0.4135)
C (1.8593, 0.0075, 1.5496)
C (0.7024, -0.5847, 2.0592)
H (-1.2244, -3.9247, 4.1580)
H (0.2134, -2.9326, 4.4205)
H (0.2798, -4.3123, 3.3215)
H (-1.3980, -1.7949, 2.9182)
H (-1.0418, -4.2340, 1.1021)
H (-1.9287, -2.7699, 0.6476)
H (-2.5011, -3.7856, 1.9696)
H (1.2272, -3.7502, 1.0261)
H (3.2511, -2.7176, 0.1249)
H (4.0337, 0.9416, 0.3038)
H (4.4845, -0.5818, -0.5134)
H (4.8723, -0.3231, 1.1719)
H (2.0900, 1.0335, 1.8128)
H (0.0417, 0.0110, 2.6813)
N (1.9644, 1.1143, -1.8161)
N (2.5181, 2.4205, -1.9131)
C (2.2017, 3.2369, -0.8424)
N (2.7298, 4.4488, -0.7460)
N (1.3619, 2.6783, -0.0245)
N (0.6586, 3.3182, 0.9988)
O (0.4567, 4.5340, 0.9986)
O (-0.3914, 2.4143, 1.1483)
H (2.6433, 0.4698, -1.4128)
H (1.7489, 0.7964, -2.7559)
H (3.4546, 2.4817, -2.2921)
H (3.2828, 4.8406, -1.4906)
H (2.3753, 5.0658, -0.0271)
N (-0.9544, 2.1766, -1.8616)
C (-2.1085, 1.5718, -2.5975)
C (-3.4405, 1.9937, -2.0005)
C (-3.5824, 1.7686, -0.4937)
C (-3.2315, 0.3559, -0.0252)
N (-1.9072, 0.3231, 0.6582)
H (-1.2656, 3.0540, -1.4427)
H (-0.2411, 2.4554, -2.5305)
H (-1.9925, 0.4881, -2.5693)
H (-2.0702, 1.8732, -3.6441)
H (-4.2208, 1.4403, -2.5273)
H (-3.6180, 3.0490, -2.2224)
H (-4.6119, 1.9954, -0.2198)
H (-2.9727, 2.4851, 0.0664)
H (-3.1941, -0.3437, -0.8626)
H (-3.9904, -0.0167, 0.6632)
H (-1.7493, -0.6217, 1.0020)
H (-1.9825, 0.9016, 1.4952)
C (-0.2637, -3.3051, -2.1438)
C (-0.1718, -1.9424, -1.6560)
N (-0.0960, -0.8644, -1.2728)
H (-0.6444, -3.3043, -3.1648)
H (-0.9380, -3.8713, -1.5019)
H (0.7264, -3.7600, -2.1236)